1.
Molecular formula: C4H6N2O
Method: DFT, wB97M-V/def2-TZVPD

Molar mass ... 98.10 g mol⁻¹
Energy relative to the best compared isomer or geometry (same formula, charge and spin) ... 7.73 kcal/mol
SMILES ... Cc1c[nH]c(O)n1
Frontier orbital gap ... 9.0 eV
LUMO energy ... 0.819 eV
E_tot ... -9273.16673 eV

Each line ends with the natural charge from an NBO analysis.
Positions of all 13 atoms, in Å:
C 2.04998 0.45194 0.10527  -0.6303
C 0.60599 0.09031 0.02783  0.1156
C 0.09883 -1.16925 -0.02714  -0.1481
N -1.28582 -1.02122 -0.05200  -0.5588
C -1.50342 0.31271 -0.01887  0.6316
O -2.76160 0.77294 -0.08770  -0.6630
N -0.41558 1.02723 0.03016  -0.5416
H 2.26440 0.99444 1.03316  0.2222
H 2.35885 1.08177 -0.73442  0.2195
H 2.65223 -0.46264 0.10452  0.2142
H 0.59821 -2.07735 -0.30154  0.2150
H -1.98434 -1.73423 0.08666  0.4218
H -2.67774 1.73334 -0.16592  0.5018

=====

2.
Molecular formula: C33H29N8SeV
Method: DFT, wB97M-V/def2-TZVPD

Molar mass ... 667.55 g mol⁻¹
⟨S²⟩ ... 2.022
Energy relative to the best compared isomer or geometry (same formula, charge and spin) ... 24.84 kcal/mol
2S+1 ... 3
Frontier orbital gap (alpha / beta) ... 6.6 / 6.5 eV
Total charge ... +2
LUMO energy (alpha / beta) ... -7.246 / -7.334 eV
E_tot ... -137634.37548 eV

Each line ends with the Löwdin spin population.
Positions of all 72 atoms, in Å:
V -0.53255 -0.53950 -0.08969  1.9534
C 3.08539 3.16127 -2.63097  0.0000
C 3.67684 1.76240 -2.47177  0.0000
C 3.50488 0.96131 -3.76123  0.0001
C 3.16331 1.02335 -1.24537  0.0000
C 2.59457 1.69160 -0.16447  0.0013
C 2.28740 1.03093 1.01922  0.0000
C 2.56975 -0.32427 1.18528  -0.0003
C 2.54490 -0.94398 2.54963  0.0001
C 3.03735 -1.02111 0.06305  0.0003
C 3.32048 -0.36404 -1.12224  0.0025
H 3.50318 3.64211 -3.51444  0.0000
H 3.30601 3.80925 -1.78534  0.0000
H 2.00030 3.12633 -2.75978  0.0000
H 4.75499 1.88964 -2.31370  0.0000
H 2.46496 0.65923 -3.90887  0.0001
H 4.11566 0.06204 -3.78445  0.0000
H 3.79598 1.56409 -4.61985  0.0000
H 2.42595 2.75826 -0.21172  0.0001
H 1.91419 1.59819 1.86441  0.0000
H 3.47647 -0.69158 3.06099  0.0000
H 2.48325 -2.02922 2.51372  -0.0001
H 1.73026 -0.56678 3.16586  0.0000
H 3.25270 -2.08044 0.14824  0.0000
H 3.73779 -0.93547 -1.94004  0.0001
C -3.91499 -0.70320 -2.62934  -0.0017
C -4.72721 0.29231 -2.08016  0.0066
C -4.43943 0.78379 -0.82913  -0.0027
C -3.32846 0.29334 -0.12876  0.0076
N -2.48333 -0.58188 -0.72334  -0.0122
C -2.80266 -1.09603 -1.92364  0.0065
N -3.24436 0.64354 1.20154  -0.0054
C -2.39846 0.09427 1.99365  0.0050
N -1.29918 -0.66186 1.61561  -0.0258
C -0.87444 -1.45960 2.66764  0.0105
N -0.13272 -2.49756 2.56667  -0.0102
C 0.31673 -2.99474 1.36477  0.0093
C 1.03534 -4.20047 1.43073  -0.0028
C 1.48841 -4.79828 0.28029  0.0113
C 1.22811 -4.20577 -0.95724  -0.0024
C 0.52590 -3.02507 -0.96844  0.0138
N 0.08498 -2.43037 0.15962  -0.0056
C -1.55764 -0.96026 3.86967  0.0005
C -1.44758 -1.33793 5.19533  0.0017
C -2.27545 -0.69018 6.11019  0.0002
C -3.19149 0.27647 5.69987  0.0012
C -3.31926 0.63341 4.36086  0.0005
C -2.47725 0.00990 3.45869  -0.0003
H -4.13999 -1.15809 -3.58212  -0.0002
H -5.59323 0.64793 -2.62024  0.0003
H -5.07474 1.49894 -0.33009  -0.0003
H -2.12147 -1.84678 -2.31210  0.0008
H 1.20426 -4.63083 2.40623  -0.0003
H 2.03901 -5.72707 0.33492  0.0006
H 1.56330 -4.65046 -1.88172  -0.0004
H 0.31102 -2.51238 -1.90344  0.0012
H -0.75099 -2.10341 5.50537  0.0001
H -2.21420 -0.94799 7.15769  0.0000
H -3.82354 0.74833 6.43910  0.0001
H -4.05033 1.36153 4.04058  0.0000
Se -1.37756 3.69323 0.90003  -0.0015
N -1.65473 4.18342 -0.76837  0.0085
C -1.22261 3.20321 -1.54232  0.0004
C -1.26164 3.18459 -2.96543  0.0130
C -0.76171 2.08614 -3.59329  -0.0016
C -0.25342 1.00114 -2.82976  0.0141
N -0.18952 0.97437 -1.51994  -0.0080
C -0.65945 2.08842 -0.85479  0.0018
N -0.63137 2.13240 0.46498  0.0077
H -1.67641 4.02295 -3.50589  0.0005
H -0.74890 2.00282 -4.66932  -0.0004
H 0.10868 0.12017 -3.35165  0.0005